[1]
Here is a cluster of 3 separate species, C3H12N2O2 in total from the OMol25 dataset. Energies are from ωB97M-V/def2-TZVPD.

Cartesian coordinates (Å):
C 1.01 0.75 2.01
C 0.38 1.14 0.72
N 1.28 1.32 -0.31
C -0.94 0.97 0.54
N -1.68 1.21 -0.69
H 0.76 1.37 2.89
H 0.70 -0.27 2.22
H 2.12 0.68 2.08
H 2.26 1.17 -0.21
H 1.14 1.86 -1.14
H -1.58 1.19 1.42
H -1.87 0.32 -1.13
H -2.52 1.63 -0.36
O -0.22 -2.87 0.36
H -1.12 -2.51 0.20
H -0.07 -2.51 1.25
O 0.17 -1.55 -2.33
H 0.64 -0.71 -2.39
H 0.06 -1.95 -1.47

Properties
Electronic energy   -381.44658 hartree
HOMO-LUMO gap   8.2491 eV
LUMO energy   0.55 eV
Energy relative to the best compared isomer or geometry (same formula, charge and spin)   42.9 kcal/mol
Highest occupied orbital energy   -7.70 eV

These are the natural (NBO) partial charges, in e, on atoms 1 to 5: C -0.6504; C 0.1597; N -0.8275; C -0.1658; N -0.8477


[2]
Here is a cluster of 3 separate species, C3H12N2O2 in total from the OMol25 dataset. Energies are from ωB97M-V/def2-TZVPD.

Cartesian coordinates (Å):
C 1.65 -1.22 1.22
C 0.73 0.15 0.91
N -1.04 0.27 -1.21
C 0.28 0.45 -1.51
N 1.00 0.64 -0.42
H 1.51 -2.12 0.65
H 2.52 -0.81 0.66
H 1.81 -1.59 2.31
H -0.31 0.13 1.26
H 1.04 0.93 1.79
H -1.36 -0.04 -0.35
H -1.78 0.50 -1.97
H 0.43 0.44 -2.58
H -5.18 -2.17 -0.27
H -3.67 -2.42 0.47
O -4.43 -2.85 -0.15
H 2.13 1.96 0.34
H 3.05 3.18 0.07
O 2.45 2.77 0.82

Properties
Electronic energy   -381.05840 hartree
⟨S²⟩   0.764
2S+1   2
HOMO-LUMO gap (spin up / spin down)   9.2404 / 5.9246 eV
LUMO energy (spin up / spin down)   -4.98 / -8.30 eV
Charge   +1
Energy relative to the best compared isomer or geometry (same formula, charge and spin)   96.8 kcal/mol
Highest occupied orbital energy (spin up / spin down)   -14.22 / -14.22 eV

These are the natural (NBO) partial charges, in e, on atoms 1 to 5: C -0.6021; C -0.3546; N -0.6147; C 0.3253; N -0.1531


[3]
Here is a cluster of 3 separate species, C3H12N2O3 in total from the OMol25 dataset. Energies are from ωB97M-V/def2-TZVPD.

Cartesian coordinates (Å):
C -1.77 -1.88 1.67
C -1.03 -0.56 1.65
O -0.61 -0.03 2.66
N -0.98 0.00 0.40
C -0.17 1.19 0.16
N -0.27 1.72 -1.21
H -1.02 -2.73 1.60
H -2.38 -2.07 2.53
H -2.36 -1.99 0.74
H -1.46 -0.46 -0.36
H -0.61 2.04 0.71
H 0.87 0.91 0.39
H -1.14 1.48 -1.64
H 0.57 1.38 -1.65
O 3.22 -2.16 -5.60
H 3.63 -1.29 -5.61
H 3.88 -2.70 -6.06
O 0.53 2.61 2.89
H 1.05 2.77 3.68
H 0.05 1.77 3.05

Properties
Electronic energy   -456.73524 hartree
HOMO-LUMO gap   10.1739 eV
LUMO energy   0.70 eV
Energy relative to the best compared isomer or geometry (same formula, charge and spin)   21.9 kcal/mol
Highest occupied orbital energy   -9.47 eV

These are the natural (NBO) partial charges, in e, on atoms 1 to 5: C -0.7024; C 0.6860; O -0.6506; N -0.6352; C -0.0556


[4]
Here is a cluster of 3 separate species, C3H12N2O3 in total from the OMol25 dataset. Energies are from ωB97M-V/def2-TZVPD.

Cartesian coordinates (Å):
C 0.87 -1.85 -0.04
C 0.12 -1.05 -1.08
N -1.17 -1.58 -1.63
C -0.21 0.38 -0.93
N 0.02 1.17 -2.07
O -0.84 0.86 -0.05
H 0.79 -1.36 0.93
H 1.91 -1.63 -0.35
H 0.88 -2.83 0.06
H 0.82 -1.17 -1.84
H -1.78 -1.74 -0.84
H -0.95 -2.52 -2.13
H -0.32 2.11 -2.10
H 0.46 0.85 -2.89
O 0.73 3.26 2.63
H 0.83 2.41 2.20
H 1.01 3.84 1.83
O -1.07 -0.01 2.99
H -0.72 0.87 3.19
H -1.38 -0.02 2.11

Properties
Electronic energy   -456.70704 hartree
HOMO-LUMO gap   10.4612 eV
LUMO energy   0.56 eV
Energy relative to the best compared isomer or geometry (same formula, charge and spin)   39.6 kcal/mol
Highest occupied orbital energy   -9.90 eV

These are the natural (NBO) partial charges, in e, on atoms 1 to 5: C -0.6218; C -0.1527; N -0.8134; C 0.6918; N -0.8286


[5]
Here is a cluster of 3 separate species, C3H12N2O3 in total from the OMol25 dataset. Energies are from ωB97M-V/def2-TZVPD.

Cartesian coordinates (Å):
C 1.94 -0.58 1.15
C 0.60 0.14 1.15
N 0.05 0.44 -0.14
C -0.50 1.64 -0.53
N -0.94 2.43 0.51
O -0.64 1.92 -1.71
H 1.96 -1.21 2.05
H 2.81 0.06 1.28
H 2.04 -1.32 0.35
H -0.11 -0.28 1.89
H 0.81 1.09 1.67
H 0.32 -0.13 -0.93
H -1.54 3.17 0.19
H -1.24 1.95 1.35
O -0.18 -2.77 -0.23
H -0.41 -2.25 -1.01
H -0.70 -2.33 0.46
O -1.49 -1.00 -2.32
H -1.76 -0.11 -2.04
H -1.02 -0.87 -3.15

Properties
Electronic energy   -456.76498 hartree
HOMO-LUMO gap   10.3869 eV
LUMO energy   0.60 eV
Energy relative to the best compared isomer or geometry (same formula, charge and spin)   3.3 kcal/mol
Highest occupied orbital energy   -9.78 eV

These are the natural (NBO) partial charges, in e, on atoms 1 to 5: C -0.6263; C -0.2333; N -0.6451; C 0.7818; N -0.8503


[6]
Here is a cluster of 3 separate species, C3H12N2OS in total from the OMol25 dataset. Energies are from ωB97M-V/def2-TZVPD.

Cartesian coordinates (Å):
N -0.20 1.68 -1.78
C -0.40 2.89 -0.14
O -1.32 2.55 0.63
H -0.83 2.19 -2.39
H 0.77 1.89 -1.92
H 0.66 2.69 0.16
H -0.53 3.76 -0.77
C -0.56 -0.83 0.54
C 0.53 -1.48 -0.31
S 1.61 -2.47 0.76
N -1.47 -0.06 -0.30
H -0.11 -0.13 1.24
H -1.10 -1.59 1.10
H 1.10 -0.73 -0.84
H 0.08 -2.12 -1.06
H 2.77 -2.10 0.21
H -1.92 0.68 0.27
H -2.09 -0.60 -0.87
H -0.85 0.68 -0.98

Properties
Electronic energy   -704.35331 hartree
HOMO-LUMO gap   8.8220 eV
LUMO energy   0.71 eV
Energy relative to the best compared isomer or geometry (same formula, charge and spin)   53.3 kcal/mol
Highest occupied orbital energy   -8.12 eV

These are the natural (NBO) partial charges, in e, on atoms 1 to 5: N -1.1467; C 0.2499; O -0.7686; H 0.3578; H 0.3600